No. 1
ORCA calculation (the ωB97M-V functional and the def2-TZVPD basis) on a gas-phase ion, C5H12N2 (charge +1) at a distorted geometry.

```
19
Properties=species:S:1:pos:R:3:forces:R:3
N -1.33848 0.57645 -0.72500 4.1 2.9 3.1
C -0.44632 1.61347 -1.40762 -0.8 -0.2 -1.9
C 1.01866 1.52060 -0.91682 0.0 -2.8 0.8
C 1.11535 0.12988 -0.09151 0.6 2.4 0.4
C -0.25725 -0.02888 0.45676 -0.1 -0.1 -0.5
C -0.60615 -1.40515 0.83732 1.9 -2.6 -0.1
N 0.46377 -2.17751 1.69010 -4.5 -0.5 0.1
H -2.11939 1.08591 -0.25490 -0.2 -1.1 -0.9
H -0.87136 2.64221 -1.18264 0.1 -1.3 -0.5
H -0.53430 1.43387 -2.56533 0.0 0.4 1.9
H 1.83113 1.44713 -1.62567 -0.4 0.3 -0.8
H 1.25610 2.33565 -0.29561 0.0 1.1 0.9
H 1.90465 0.17062 0.83545 -1.9 -0.3 -2.6
H 1.26604 -0.62581 -0.84944 0.7 -0.5 0.2
H -0.34996 0.63977 1.32481 -0.7 0.4 -0.4
H -0.94344 -2.02271 -0.01007 0.2 0.4 0.0
H -1.35863 -1.35498 1.53196 -2.3 0.0 1.4
H 1.26616 -2.45313 1.18229 0.7 -0.5 -0.9
H -0.16972 -3.07070 1.88480 2.4 2.2 -0.2
```
Positions in Å, forces in eV/Å.

Summary:
* multiplicity: 2
* expectation value of S²: 0.755
* energy relative to the best compared isomer or geometry (same formula, charge and spin): 3.566 eV
* net charge: +1
* HOMO (spin up / spin down): -13.52 / -13.51 eV

***

No. 2
ORCA calculation (the ωB97M-V functional and the def2-TZVPD basis) on 2 unconnected molecules or ions with the total composition C5H12N2 at a distorted geometry.

```
19
Properties=species:S:1:pos:R:3:forces:R:3
C -1.74442 2.68026 -0.96287 -0.4 1.2 -0.4
C -1.55071 1.32694 -1.09660 0.6 -1.7 -1.4
N -2.48149 0.45193 -1.57212 -0.4 2.4 2.4
H -2.68970 3.17203 -1.17409 -0.1 -0.2 0.0
H -0.94829 3.34473 -0.65423 0.1 -0.2 0.1
H -0.55612 0.91325 -0.94084 -0.1 -0.3 0.4
H -3.37696 0.94100 -1.64669 -0.1 -0.5 -0.5
H -2.59644 -0.33424 -0.93490 0.5 -1.0 -0.8
C 1.80555 -2.51009 0.11323 0.5 0.6 0.5
C 1.97451 -1.24423 0.96442 -0.3 -0.5 -0.3
C 0.48936 0.51364 1.32752 0.1 -0.2 0.4
N 1.08843 -0.19107 0.47903 0.0 0.3 -0.1
H 2.42485 -3.28444 0.56437 -0.1 -0.2 -0.2
H 0.76447 -2.82191 0.10644 0.0 -0.1 0.0
H 2.15405 -2.32252 -0.89967 -0.1 -0.1 -0.1
H 2.99042 -0.86048 0.89011 0.1 0.0 -0.2
H 1.81299 -1.47630 2.02520 -0.2 0.1 0.0
H 0.53554 0.32880 2.40431 0.1 0.1 0.0
H -0.09603 1.37272 1.00738 -0.2 0.0 0.1
```
Positions in Å, forces in eV/Å.

Summary:
* multiplicity: 2
* expectation value of S²: 0.763
* energy relative to the best compared isomer or geometry (same formula, charge and spin): 2.678 eV
* net charge: +1
* HOMO (spin up / spin down): -13.35 / -13.31 eV

***

No. 3
ORCA calculation (the ωB97M-V functional and the def2-TZVPD basis) on a gas-phase ion, C5H12N2 (charge +2) at a distorted geometry.

```
19
Properties=species:S:1:pos:R:3:forces:R:3
C 1.78446 -1.04317 0.73731 0.5 0.5 0.5
C 0.59569 -0.79672 -0.24325 -0.1 -0.2 2.6
C -0.01483 0.57339 -0.05725 -4.3 -1.5 -5.2
C -1.07086 0.91457 -0.91434 3.2 1.3 2.7
N -1.61017 2.30890 -0.86904 -2.0 -5.8 -1.0
C -2.83033 2.43441 -1.20436 -2.5 3.6 -1.2
N 1.68880 -2.39078 1.56047 1.9 4.9 0.6
H 2.71137 -1.17111 0.17090 -0.2 0.3 0.2
H 1.90050 -0.15328 1.42649 0.0 -1.4 -0.4
H 1.02653 -0.89750 -1.19281 0.1 -0.1 -1.6
H -0.21646 -1.53469 -0.10024 0.5 0.1 -0.2
H 0.25438 1.21483 0.68124 1.1 1.9 2.0
H -1.54757 0.34389 -1.68207 0.1 -0.5 -0.2
H -0.98748 2.97510 -0.57353 1.3 2.6 1.0
H -3.30699 3.50673 -1.18023 1.1 -2.1 0.1
H -3.55013 1.68765 -1.70139 1.7 0.5 1.2
H 2.50714 -2.90965 1.49091 2.3 -1.2 -0.5
H 1.64035 -2.18815 2.54850 -1.2 -0.2 0.5
H 1.02558 -2.87442 1.10264 -3.6 -2.6 -0.9
```
Positions in Å, forces in eV/Å.

Summary:
* structure (SMILES): C=[NH+]/C=C/CC[NH3+]
* energy relative to the best compared isomer or geometry (same formula, charge and spin): 1.528 eV
* net charge: +2
* HOMO: -17.83 eV

***

No. 4
ORCA calculation (the ωB97M-V functional and the def2-TZVPD basis) on 2 unconnected molecules or ions with the total composition C5H12N2 at a distorted geometry.

```
19
Properties=species:S:1:pos:R:3:forces:R:3
C -4.13142 2.11284 0.62243 -0.2 -0.2 -1.6
C 8.39990 0.45483 0.46542 0.1 0.0 -0.2
C -3.93437 0.87596 0.35709 -0.1 0.3 0.5
C -2.45483 -0.90426 0.00921 -2.4 -4.6 -0.1
C -4.93064 -1.13257 -0.34822 -0.9 -1.6 1.0
N -3.77662 -0.33541 0.13937 -1.8 0.8 -0.6
N 8.26163 0.14681 -0.73169 1.1 -0.4 -1.5
H -4.34966 2.74720 -0.25416 0.4 0.1 0.8
H 9.28687 0.77529 0.88633 2.0 0.8 0.4
H 7.58852 0.37845 1.07624 -2.2 -0.3 1.7
H -4.09130 2.41419 1.63484 -0.3 0.6 0.9
H -2.59003 -2.00053 0.45467 0.7 2.3 -0.8
H -1.88385 -0.33325 0.63646 2.3 1.2 0.8
H -2.30492 -1.02958 -1.05710 0.9 0.3 0.0
H -4.67691 -1.32720 -1.38987 -0.3 -0.3 0.0
H -5.96127 -0.64339 -0.29104 1.8 -0.3 0.2
H -4.90929 -2.10136 0.26308 -0.3 1.3 -1.1
H 9.02208 0.17983 -1.39714 0.3 0.1 -0.1
H 7.43611 -0.27783 -1.07591 -1.2 -0.2 -0.4
```
Positions in Å, forces in eV/Å.

Summary:
* energy relative to the best compared isomer or geometry (same formula, charge and spin): 0.995 eV
* net charge: +2
* HOMO: -17.24 eV

***

No. 5
ORCA calculation (the ωB97M-V functional and the def2-TZVPD basis) on a gas-phase ion, C5H12N2 (charge +2) at a distorted geometry.

```
19
Properties=species:S:1:pos:R:3:forces:R:3
C 0.01843 1.61517 0.56206 -1.3 -1.9 -0.2
C 0.19944 0.27244 -0.21195 0.7 0.6 -1.0
C -0.11141 -1.06191 0.42396 0.2 0.4 0.2
C -0.95062 -1.33683 1.40611 0.1 -0.3 0.8
C 1.08578 -2.22311 -1.36150 1.0 -1.7 -1.0
N 0.68764 -2.15746 -0.15808 -0.8 1.3 0.5
N -0.65679 2.69279 -0.27548 0.6 -0.7 -0.2
H 1.00772 1.91411 0.86529 -0.2 0.6 0.6
H -0.72402 1.39157 1.33345 0.8 0.6 0.5
H -0.31436 0.35816 -1.18565 0.2 -0.2 0.2
H 1.27956 0.23862 -0.41446 -0.3 0.0 -0.4
H -1.57856 -0.63566 1.94808 0.2 0.4 -0.5
H -1.04812 -2.29905 1.88912 0.2 -0.4 -0.4
H 1.05253 -1.51564 -2.18545 -0.7 0.6 0.6
H 1.55864 -3.15625 -1.69140 0.1 0.2 0.5
H 0.96175 -2.88743 0.50043 -0.3 -0.3 -0.2
H -1.64074 2.72063 -0.01209 -0.1 0.6 0.0
H -0.64037 2.47654 -1.27621 0.1 0.1 0.0
H -0.18649 3.59328 -0.15623 -0.4 0.2 0.2
```
Positions in Å, forces in eV/Å.

Summary:
* structure (SMILES): C=[NH+]C(=C)CC[NH3+]
* energy relative to the best compared isomer or geometry (same formula, charge and spin): 0.887 eV
* net charge: +2
* HOMO: -18.55 eV

***

No. 6
ORCA calculation (the ωB97M-V functional and the def2-TZVPD basis) on a single C5H12N2O molecule at a distorted geometry.

```
20
Properties=species:S:1:pos:R:3:forces:R:3
C 0.21316 -1.78144 -0.37293 -2.3 2.4 1.6
C 1.09324 0.17551 -1.80611 -2.8 1.1 -0.6
C 1.76310 -0.03967 0.57023 -2.4 1.2 3.2
C -2.34195 1.51356 1.07423 -1.5 -2.0 -2.4
C 0.69960 -0.32877 -0.47410 -3.6 0.7 2.8
N -0.63019 0.58339 -0.16292 1.3 -0.5 -0.8
N -1.33993 0.43691 0.85848 1.4 0.7 0.3
O -1.20979 -0.34996 1.81029 0.2 -0.6 0.4
H 1.05747 -2.35135 -0.37003 2.1 -2.2 0.1
H -0.40909 -1.84841 0.58844 1.3 -0.3 -1.3
H -0.44116 -2.02553 -1.17201 -0.4 -0.3 -1.0
H 1.05802 1.28080 -1.83569 0.6 -0.6 0.1
H 0.34575 -0.13372 -2.55100 0.0 0.0 0.2
H 1.96895 -0.27034 -2.09337 2.6 -0.7 -0.8
H 1.79049 1.03668 0.83549 0.5 -0.3 -0.9
H 1.61045 -0.42929 1.64781 -0.2 -0.2 -1.9
H 2.63427 -0.44071 0.19887 2.4 -0.5 -0.6
H -3.16639 1.05842 1.57606 -0.2 -0.3 1.1
H -2.78840 1.60218 0.05954 0.7 1.3 0.6
H -1.90760 2.31177 1.61872 0.3 0.9 0.0
```
Positions in Å, forces in eV/Å.

Summary:
* structure (SMILES): C/[N+]([O-])=N/C(C)(C)C
* energy relative to the best compared isomer or geometry (same formula, charge and spin): 4.695 eV
* HOMO: -9.63 eV